1.
12
Properties=species:S:1:pos:R:3 method="wB97M-V/def2-TZVPD" lumo_energy_ev=0.92 homo_lumo_gap_ev=10.66 smiles=C#C[C@H]1CCO1 e_homo_ev=-9.73
C -0.45077 1.75742 2.21169
C -0.11164 0.98321 1.35032
C -0.37775 0.19104 0.13975
C 0.61387 0.01257 -1.01124
C 0.34499 -1.48871 -0.79569
O -0.50875 -1.21828 0.32716
H -1.07371 2.41031 2.77725
H -1.32761 0.62844 -0.17063
H 0.26942 0.44731 -1.95283
H 1.62290 0.35641 -0.78315
H 1.20795 -2.09079 -0.49353
H -0.20891 -1.98893 -1.59909


2.
42
Properties=species:S:1:pos:R:3 method="wB97M-V/def2-TZVPD" lumo_energy_ev=3.01 total_charge=-1 homo_lumo_gap_ev=6.08 smiles="N#C[C@@H](N=C(c1ccccc1)c1ccccc1)C1([O-])CCCC1" e_homo_ev=-3.08
N 1.18595 3.89974 0.17329
C 1.08370 2.75395 -0.03635
C 1.06053 1.32173 -0.11271
N -0.27025 0.91240 0.32342
C -0.62622 -0.07586 1.07927
C -2.04054 -0.01628 1.55702
C -2.70158 -1.09002 2.18021
C -4.08144 -1.03041 2.39400
C -4.79485 0.12491 2.05736
C -4.11451 1.23844 1.53998
C -2.74149 1.16943 1.31342
C 0.17459 -1.31166 1.35014
C -0.32490 -2.51231 0.83516
C 0.41081 -3.69534 0.91850
C 1.63233 -3.70098 1.59880
C 2.09065 -2.52865 2.21420
C 1.36986 -1.33253 2.09021
C 1.28506 0.79924 -1.45374
O 1.27690 -0.45093 -1.50742
C 2.80371 1.36243 -1.92688
C 2.75876 1.56091 -3.42740
C 1.30006 1.60918 -3.86752
C 0.39578 1.50050 -2.64329
H 1.80346 0.88033 0.57573
H -2.13634 -1.97878 2.47568
H -4.59332 -1.89266 2.81777
H -5.87356 0.16227 2.21016
H -4.64996 2.15919 1.30677
H -2.18878 2.02210 0.92165
H -1.30197 -2.49833 0.34390
H 0.02041 -4.59891 0.44008
H 2.21798 -4.61782 1.64925
H 3.02636 -2.54061 2.78047
H 1.72027 -0.41696 2.58176
H 3.54693 0.63418 -1.60219
H 2.96627 2.32563 -1.42357
H 3.28993 0.74790 -3.91837
H 3.26870 2.48662 -3.68527
H 1.08751 2.51821 -4.42837
H 1.09084 0.76242 -4.52356
H 0.02853 2.47760 -2.29660
H -0.45619 0.85975 -2.87493


3.
20
Properties=species:S:1:pos:R:3 method="wB97M-V/def2-TZVPD" lumo_energy_ev="4.01 / 3.91" total_charge=-1 spin_multiplicity=2 homo_lumo_gap_ev="6.47 / 6.41" e_homo_ev="-2.47 / -2.50"
N -0.40069 2.13866 -1.99634
C 0.93079 1.64853 -1.62680
C 1.04901 0.58767 -0.74893
N -0.18063 -0.08004 -0.35437
C -1.49845 -0.86488 1.49512
C -0.08156 -0.79711 0.91388
C 0.47442 -2.18586 0.68221
O 2.15581 0.05511 -0.38697
H -0.55384 2.23453 -2.98947
H -0.56385 3.02392 -1.57211
H 1.80815 2.19640 -1.94605
H 0.94979 2.10302 0.62059
H -0.88001 0.65216 -0.32589
H -2.20038 -1.45828 0.82419
H -1.93406 0.12660 1.66939
H -1.54520 -1.42077 2.47899
H 0.60905 -0.30561 1.51471
H 0.53874 -2.75964 1.53627
H -0.15433 -2.73288 -0.06389
H 1.47723 -2.16153 0.27549


4.
30
Properties=species:S:1:pos:R:3 method="wB97M-V/def2-TZVPD" lumo_energy_ev=0.40 homo_lumo_gap_ev=9.59 smiles="C=CB(C=C)C(C)(C)C(C)C" e_homo_ev=-9.19
C 2.31002 -1.80764 -1.44568
C 1.88800 -0.52933 -1.44900
B 0.99879 0.18523 -0.37081
C 1.83244 0.83897 0.73658
C 2.83910 0.26401 1.42006
C -0.57096 0.37143 -0.53336
C -1.07381 -0.36085 -1.81262
C -0.76110 1.90755 -0.79854
C -1.47911 -0.07248 0.69940
C -1.33247 -1.54304 1.07413
C -1.06269 0.79599 1.97372
H 2.65876 -2.02784 -2.45126
H 2.08783 -2.39459 -0.55286
H 2.17224 0.02595 -2.35931
H 1.76418 1.80944 0.86767
H 3.56200 0.90257 2.02194
H 2.93903 -0.74843 1.27928
H -2.11436 -0.03108 -2.31352
H -0.99446 -1.51011 -1.84226
H -0.46505 -0.00254 -2.63496
H -1.83157 2.18215 -0.42648
H -0.71627 2.25762 -1.80850
H -0.03193 2.51489 -0.34967
H -2.49777 0.16428 0.51522
H -0.36207 -1.66851 1.44566
H -2.07174 -1.65322 1.94711
H -1.87698 -2.26187 0.36962
H -0.17009 0.23216 2.31195
H -0.88639 1.82759 1.65343
H -1.82213 0.85277 2.79587


5.
13
Properties=species:S:1:pos:R:3 method="wB97M-V/def2-TZVPD" lumo_energy_ev=0.66 homo_lumo_gap_ev=9.53 e_homo_ev=-8.86
C 0.47622 0.65426 -1.02075
C -0.86188 0.42474 0.98544
H 0.97872 -2.01416 -1.34380
H 2.01538 -1.46197 -2.67916
H 0.09072 1.69257 -1.06283
H -2.02759 0.14348 2.69706
H -0.91015 -1.51486 2.00393
H -0.66535 2.45206 0.66914
N 1.84544 -1.27680 -1.64513
N 1.25484 -0.03459 -1.82382
N -1.24952 -0.58357 1.91587
N -0.94675 1.59574 1.33228
O -0.00008 -0.07690 -0.02824


6.
27
Properties=species:S:1:pos:R:3 method="wB97M-V/def2-TZVPD" lumo_energy_ev=-0.94 homo_lumo_gap_ev=8.43 smiles=CCOCc1nnc([C@@H](I)[C@H](C)I)nn1 e_homo_ev=-9.38
C 2.41957 -1.86830 -0.40018
C 3.65434 -1.08758 -0.82797
O 3.36194 0.25667 -1.18652
C 2.96389 1.05618 -0.10563
C 1.46388 1.13129 0.05118
N 0.70925 1.17362 -1.04924
N -0.58421 1.22832 -0.89302
C -1.06159 1.23595 0.35012
C -2.54221 1.22744 0.59316
I -3.55988 2.47582 -0.81513
C -3.04090 -0.24552 0.66005
C -4.17385 -0.66592 -0.25828
I -3.57509 -0.71778 2.69327
N -0.30913 1.21384 1.45096
N 0.98763 1.15978 1.29501
H 1.61803 -1.69305 -1.12259
H 2.63112 -2.93860 -0.37572
H 2.06003 -1.56076 0.58550
H 4.09118 -1.53397 -1.72237
H 4.41886 -1.09717 -0.03922
H 3.35045 2.06605 -0.27381
H 3.37013 0.69383 0.84596
H -2.70864 1.72531 1.54224
H -2.18536 -0.89487 0.47506
H -3.89408 -0.49299 -1.30021
H -4.37334 -1.72969 -0.12690
H -5.09200 -0.11790 -0.04574


7.
49
Properties=species:S:1:pos:R:3 method="wB97M-V/def2-TZVPD" lumo_energy_ev=-1.39 homo_lumo_gap_ev=5.09 e_homo_ev=-6.47
Ag -0.03886 -0.37284 0.38594
C 4.42876 -0.92512 -3.19788
C 3.14763 -0.40259 -3.15954
C 2.32961 -0.67374 -2.07107
C 2.80459 -1.45283 -1.03191
C 4.08764 -1.99098 -1.06644
C 4.89574 -1.72179 -2.15346
N 1.88695 -1.67691 0.05884
N 2.32135 -2.35992 0.98300
C 1.39440 -2.59714 2.06611
C 1.73126 -3.62601 2.91917
C 0.88143 -3.90236 3.98036
C -0.24919 -3.12530 4.14722
C -0.48963 -2.10187 3.24052
N 0.31766 -1.84687 2.21677
H 5.07114 -0.71680 -4.04379
H 2.77886 0.21217 -3.96950
H 1.32127 -0.28444 -2.02377
H 4.43634 -2.60580 -0.24922
H 5.89515 -2.13432 -2.19268
H 2.63803 -4.18551 2.73504
H 1.10733 -4.70531 4.66904
H -0.93507 -3.29123 4.96574
H -1.35465 -1.45710 3.33937
C 0.99344 2.63000 -1.07867
Si -0.76369 2.08504 -1.47045
C -1.64210 3.65957 -1.97125
C -0.74732 1.03530 -3.03353
N -1.37827 1.16472 -0.16889
C -2.53641 1.26253 0.57390
C -2.85811 0.28763 1.54409
C -4.00570 0.34744 2.31681
C -4.91218 1.38795 2.16782
C -4.62802 2.35651 1.21522
C -3.48141 2.30183 0.43830
H 1.58946 2.81812 -1.97820
H 1.52712 1.89647 -0.47032
H 0.95784 3.56057 -0.50418
H -1.06490 4.10537 -2.78791
H -1.69631 4.39181 -1.16238
H -2.65301 3.47538 -2.34007
H 0.04285 1.32721 -3.73429
H -1.70263 1.15771 -3.55231
H -0.64070 -0.02886 -2.81110
H -2.17405 -0.54625 1.66318
H -4.19946 -0.43534 3.04284
H -5.80986 1.43932 2.76875
H -5.31641 3.18154 1.06943
H -3.30792 3.08305 -0.28465


8.
21
Properties=species:S:1:pos:R:3 method="wB97M-V/def2-TZVPD" lumo_energy_ev=0.76 homo_lumo_gap_ev=9.41 smiles=C1CSCS1.CCN e_homo_ev=-8.65
C 2.00775 -0.64559 2.40311
C 2.29211 0.67246 1.70304
S 0.73780 1.61225 1.59154
C -0.38858 0.18712 1.80163
S 0.53644 -1.35085 1.63119
H 2.83882 -1.36715 2.28431
H 1.84258 -0.49806 3.48773
H 2.70458 0.49936 0.69044
H 3.02286 1.28658 2.26366
H -0.88608 0.24845 2.78863
H -1.17708 0.21314 1.02507
C -1.41470 -1.22675 -2.31528
C -0.85928 0.18222 -2.17781
N -1.89923 1.07565 -1.65217
H -1.78191 -1.58416 -1.33854
H -0.63498 -1.92000 -2.67312
H -2.25275 -1.23947 -3.03229
H -0.02653 0.18126 -1.44845
H -0.45209 0.51153 -3.15310
H -1.53504 2.03019 -1.55794
H -2.67469 1.13178 -2.32164


9.
61
Properties=species:S:1:pos:R:3 method="wB97M-V/def2-TZVPD" lumo_energy_ev=1.76 total_charge=-1 homo_lumo_gap_ev=5.96 e_homo_ev=-4.20
N 1.51845 1.35288 -2.37300
C 0.36329 0.42362 -2.41120
C -0.85824 1.01264 -1.71423
C -2.18904 0.56130 -2.32256
C -2.24591 -0.96300 -2.42030
C -3.57403 -1.55524 -2.92502
C -3.43253 -2.60012 -4.04542
S -2.45217 -2.16451 -5.50149
C -3.36226 1.17091 -1.55371
O -4.36948 1.42908 -2.49188
B -3.62946 1.77891 -3.71906
N -3.62680 3.28406 -3.92506
Br -4.67484 0.89853 -5.35802
O -2.29583 1.23024 -3.58611
H 2.34740 0.82852 -2.62892
H 1.39340 2.02558 -3.12074
H 0.66801 -0.51352 -1.93734
H 0.10712 0.17078 -3.44524
H -0.80484 2.10196 -1.71074
H -0.83059 0.70847 -0.66447
H -2.07664 -1.36330 -1.41299
H -1.44088 -1.36222 -3.03447
H -4.05334 -2.09855 -2.10284
H -4.27589 -0.78790 -3.23959
H -4.42645 -2.77797 -4.46213
H -3.09875 -3.55475 -3.63429
H -1.25814 -1.97941 -4.93339
H -3.06850 2.12809 -1.09736
H -3.67030 0.50308 -0.73818
H -4.58131 3.61382 -3.96289
H -3.17147 3.51896 -4.79863
C 0.77635 -3.69615 2.68253
C 1.57127 -2.37961 2.67320
C 1.35071 -1.72277 1.30899
S -0.26290 -2.26265 0.74462
O -0.09933 -3.07187 -0.43698
O -1.18345 -1.16010 0.78668
C -0.60462 -3.34735 2.13065
H 0.70916 -4.12249 3.68306
H 1.25884 -4.43238 2.03509
H 1.20490 -1.72784 3.46054
H 2.63128 -2.54852 2.85712
H 1.35011 -0.63832 1.36759
H 2.07925 -2.05508 0.57120
H -1.17425 -4.20477 1.77997
H -1.18846 -2.77622 2.85154
C 4.16075 3.20222 4.99024
C 4.50339 3.14820 3.49446
C 4.52883 1.67075 3.08325
S 3.39591 0.82508 4.19428
O 4.14237 -0.10044 5.00994
O 2.23791 0.38644 3.45936
C 2.97773 2.25837 5.18076
H 3.91729 4.21295 5.31376
H 5.01173 2.85516 5.58043
H 3.73615 3.67507 2.92501
H 5.45703 3.62795 3.28055
H 4.19089 1.51408 2.06181
H 5.51152 1.22426 3.22172
H 2.81922 1.94606 6.21010
H 2.06046 2.67900 4.76981


10.
15
Properties=species:S:1:pos:R:3 method="wB97M-V/def2-TZVPD" lumo_energy_ev=0.60 homo_lumo_gap_ev=9.33 e_homo_ev=-8.73
C 2.05990 1.02287 -1.32942
C 0.86451 0.09124 -1.33993
C -0.61445 -1.13246 0.59476
C 0.52897 -1.03247 -0.35333
N 1.43185 -1.68528 -0.89569
N -0.94642 -0.00966 1.06796
C -2.16479 0.12031 1.81482
H 2.75538 0.68507 -0.56888
H 2.58350 1.05769 -2.30255
H 1.78117 2.06531 -1.10405
H 0.30305 0.28732 -2.28789
H -1.19410 -2.06150 0.74860
H -2.82056 -0.76081 1.75987
H -2.68970 0.99103 1.40893
H -1.92167 0.33928 2.85770


11.
177
Properties=species:S:1:pos:R:3 method="wB97M-V/def2-TZVPD" lumo_energy_ev=-1.78 total_charge=+1 homo_lumo_gap_ev=7.77 e_homo_ev=-9.56
Sr 0.29609 -0.27597 -0.95796
C 0.81577 -3.75972 -0.17186
N 0.50043 -3.17682 -1.48022
C 1.60413 -3.27266 -2.44576
C 1.23466 -2.55067 -3.71643
C 1.62218 -3.02899 -4.95778
C 1.18198 -2.36964 -6.09510
C 0.36220 -1.26227 -5.95247
C 0.05117 -0.83267 -4.67245
N 0.48402 -1.45286 -3.56673
C -0.74512 -3.74938 -2.00755
C -1.90628 -2.78500 -2.09304
C -2.98440 -3.09399 -2.91327
C -4.07491 -2.23986 -2.94522
C -4.08418 -1.13798 -2.10268
C -2.98710 -0.92631 -1.29004
N -1.89294 -1.70398 -1.30820
C 2.15033 -3.30622 0.34624
C 3.11472 -4.22365 0.73285
C 4.33693 -3.76470 1.20306
C 4.54813 -2.40180 1.28138
C 3.52965 -1.55675 0.87586
N 2.35380 -1.98195 0.40378
H 0.80353 -4.85739 -0.19750
H 0.03265 -3.41977 0.51595
H 1.86827 -4.31355 -2.67465
H 2.49019 -2.79323 -2.02337
H 2.25281 -3.90911 -5.02826
H 1.47073 -2.72039 -7.07910
H -0.02930 -0.73789 -6.81289
H -0.56061 0.04494 -4.52274
H -1.07139 -4.57589 -1.36793
H -0.57798 -4.17836 -2.99704
H -2.96245 -3.99523 -3.51680
H -4.90891 -2.44035 -3.60788
H -4.92267 -0.45278 -2.07605
H -2.97491 -0.10585 -0.58727
H 2.91285 -5.28583 0.65318
H 5.11320 -4.46356 1.49184
H 5.48541 -1.99741 1.64630
H 3.64500 -0.48556 0.94054
C 4.30411 2.09154 0.86597
N 3.70708 2.46080 2.14702
C 3.36607 1.32456 3.00368
P 1.67132 0.55410 2.73608
C 1.97171 -0.86278 3.89024
C 2.36086 -0.67561 5.21958
C 2.64671 -1.76142 6.03253
C 2.55149 -3.05696 5.53218
C 2.15842 -3.25787 4.21833
C 1.86108 -2.16552 3.40832
C 0.66339 1.61585 3.85164
C 0.93477 2.96940 4.03918
C 0.15796 3.72743 4.91297
C -0.90419 3.14509 5.59126
C -1.20545 1.80217 5.37767
C -0.43012 1.04450 4.51115
C 4.46284 3.50503 2.79980
C 4.18472 4.82295 2.44866
C 4.84351 5.87001 3.07880
C 5.79029 5.61079 4.06158
C 6.08576 4.29592 4.39866
C 5.42805 3.24483 3.76688
P 3.02943 1.60313 -0.40049
C 4.02338 0.71248 -1.67056
C 3.40140 0.57905 -2.92010
C 3.99481 -0.15521 -3.93585
C 5.22974 -0.76031 -3.73189
C 5.86166 -0.62478 -2.50407
C 5.25385 0.08965 -1.47320
C 2.84524 3.22844 -1.23130
C 1.64114 3.91182 -1.09620
C 1.46985 5.15936 -1.68816
C 2.50264 5.73025 -2.41523
C 3.71529 5.05805 -2.54266
C 3.88604 3.81484 -1.95256
H 5.03943 1.28724 0.99854
H 4.81900 2.95205 0.45673
H 3.37360 1.66705 4.03133
H 4.08866 0.50002 2.91721
H 2.43076 0.32468 5.63294
H 2.95597 -1.59814 7.05746
H 2.77978 -3.90193 6.16935
H 2.09077 -4.26624 3.82176
H 1.53559 -2.31676 2.38302
H 1.76080 3.43816 3.51160
H 0.39149 4.77602 5.06918
H -1.49404 3.72951 6.28912
H -2.04114 1.34310 5.89758
H -0.65731 -0.00641 4.35670
H 3.43700 5.01186 1.68258
H 4.60861 6.89392 2.80815
H 6.29511 6.42783 4.56500
H 6.83455 4.08206 5.15227
H 5.67550 2.22312 4.03284
H 2.44625 1.06706 -3.10104
H 3.49222 -0.25147 -4.89232
H 5.70062 -1.32853 -4.52540
H 6.83383 -1.07394 -2.33833
H 5.77397 0.15774 -0.52660
H 0.83693 3.46811 -0.52042
H 0.52706 5.68739 -1.58243
H 2.37065 6.70136 -2.87852
H 4.52795 5.50531 -3.10283
H 4.83290 3.29569 -2.06247
C -3.56639 5.49016 0.80572
C -2.04830 5.29289 0.93110
S -1.42209 3.59409 0.96403
C -1.96226 2.95867 2.56545
C -3.45432 2.63257 2.70244
S -4.01300 1.52245 1.38476
C -5.63241 2.19268 0.93872
C -5.72530 3.69538 0.65132
S -4.39742 4.38477 -0.38077
H -3.76346 6.51069 0.48112
H -4.04623 5.34943 1.77099
H -1.68964 5.82976 1.81252
H -1.54637 5.70394 0.05138
H -1.64636 3.64126 3.35372
H -1.38542 2.03891 2.65386
H -4.06309 3.53385 2.67163
H -3.61920 2.14192 3.66478
H -6.34874 1.94033 1.72534
H -5.89244 1.61630 0.04759
H -5.74632 4.26410 1.57891
H -6.65918 3.89404 0.12809
C -3.42084 1.65133 -4.58134
C -2.25281 1.92887 -5.50410
C -2.28818 1.36920 -6.78381
C -1.29114 1.59911 -7.71045
Cl -1.37203 0.82973 -9.26885
C -0.22226 2.42084 -7.39365
C -0.16994 2.97528 -6.13124
C -1.15742 2.73140 -5.17862
O -0.95689 3.41151 -4.01852
C -1.46262 2.99462 -2.77324
C -0.74496 1.80684 -2.15805
O 0.33562 1.36985 -2.65102
O -1.26706 1.33461 -1.10325
H -4.15506 1.03480 -5.09946
H -3.92136 2.57514 -4.28246
H -3.12015 1.11841 -3.67828
H -3.12863 0.74257 -7.05850
H 0.55182 2.62635 -8.12256
H 0.64922 3.62680 -5.84394
H -2.53088 2.82593 -2.74295
H -1.26047 3.82820 -2.09830
O -1.63736 -2.01118 1.98804
S -1.35121 -2.45514 3.39281
C -2.92972 -2.92010 4.25655
C -4.15437 -2.27799 3.67548
C -4.53170 -0.99820 4.07644
C -5.69893 -0.42405 3.59539
C -6.49332 -1.11687 2.69220
C -6.11028 -2.38391 2.26715
C -4.94772 -2.96310 2.75987
C -0.66763 -4.15049 3.22167
C -1.59432 -5.16926 2.61270
C -2.17207 -4.95943 1.35522
C -3.03589 -5.90420 0.81362
C -3.33256 -7.06835 1.51219
C -2.76741 -7.28104 2.76241
C -1.90600 -6.33621 3.30746
H -2.76648 -2.58490 5.28212
H -3.00890 -4.00425 4.23522
H -3.91077 -0.45850 4.78830
H -5.99174 0.56559 3.93238
H -7.41031 -0.67176 2.32013
H -6.72644 -2.92773 1.55970
H -4.66105 -3.96099 2.44561
H -0.34431 -4.43389 4.22777
H 0.21917 -4.00090 2.60005
H -1.98541 -4.02988 0.82846
H -3.49057 -5.71695 -0.15448
H -4.01476 -7.79839 1.09107
H -3.00445 -8.17861 3.32060
H -1.46828 -6.50543 4.28736